{
  "formula": "C3H8N4O2",
  "method": "the ωB97M-V functional and the def2-TZVPD basis",
  "elements": ["C", "N", "N", "N", "C", "N", "C", "O", "O", "H", "H", "H", "H", "H", "H", "H", "H"],
  "coordinates": [[-0.1839, -2.1882, -0.0059], [0.5423, -0.9183, -0.1861], [1.7756, -1.2250, -0.8210], [-0.0847, -0.0013, -0.9504], [-0.6619, 0.9687, -0.2912], [-1.4367, 1.9094, -0.9406], [-0.4631, 1.1583, 1.2329], [-1.3299, 1.0335, 2.0628], [0.7476, 1.6815, 1.4923], [-0.3915, -2.6840, -0.9619], [-1.1410, -2.0033, 0.4943], [0.3844, -2.8752, 0.6319], [1.7541, -0.7967, -1.7476], [2.5305, -0.7510, -0.3264], [-1.8002, 2.6522, -0.3542], [-1.0038, 2.2487, -1.7920], [0.7621, 1.7905, 2.4631]],
  "spin_multiplicity": 1,
  "gap_ev": 8.8,
  "smiles": "CN(N)/N=C(/N)C(=O)O",
  "total_energy_ev": -13294.2292,
  "lumo_energy_ev": 0.6,
  "relative_energy_kcal_mol": 55.1
}

***

{
  "formula": "C3H3OP",
  "method": "the ωB97M-V functional and the def2-TZVPD basis",
  "elements": ["O", "P", "C", "C", "C", "H", "H", "H"],
  "coordinates": [[1.2648, -1.5540, 1.1905], [0.1830, -1.9874, 0.0255], [-0.7906, -0.3387, -0.0061], [-0.9107, 0.6474, -0.9888], [-0.2905, 1.0674, 0.0769], [1.4651, -0.6144, 1.0813], [-1.0277, 0.8886, -2.0245], [0.1067, 1.8911, 0.6453]],
  "spin_multiplicity": 1,
  "gap_ev": [7.1, 7.4],
  "smiles": "OP=c1cc1",
  "total_energy_ev": -14491.1993,
  "lumo_energy_ev": [0.0, 0.2],
  "relative_energy_kcal_mol": 88.1
}

***

{
  "formula": "C4H6N2S",
  "method": "the ωB97M-V functional and the def2-TZVPD basis",
  "elements": ["S", "C", "C", "C", "N", "N", "C", "H", "H", "H", "H", "H", "H"],
  "coordinates": [[2.1043, -0.9669, -0.8212], [0.3819, -0.9591, -0.4006], [-0.8569, 0.0441, -0.4921], [-0.4000, 1.5130, -0.4970], [-0.0946, 1.9043, 0.6480], [0.2715, 0.7073, 1.4422], [-0.3790, -0.3641, 0.7650], [2.0509, -1.6913, -1.9918], [-0.0006, -2.1125, -0.4885], [-1.8220, -0.2883, -0.8296], [-0.6674, 2.2722, -1.1871], [0.4236, 0.8889, 2.4255], [-1.0116, -0.9477, 1.4272]],
  "spin_multiplicity": 1,
  "gap_ev": 9.0,
  "smiles": "S[C@@H]1[C@@H]2C=NN[C@H]12",
  "total_energy_ev": -18057.0068,
  "lumo_energy_ev": 0.7,
  "relative_energy_kcal_mol": 91.5
}

***

{
  "formula": "C25H28F5LuO3",
  "method": "the ωB97M-V functional and the def2-TZVPD basis",
  "elements": ["O", "C", "C", "H", "H", "C", "H", "H", "C", "H", "H", "H", "C", "H", "H", "H", "Lu", "C", "C", "C", "H", "C", "C", "H", "H", "H", "H", "C", "C", "C", "H", "C", "C", "H", "H", "H", "H", "O", "C", "C", "H", "H", "C", "H", "H", "C", "H", "H", "H", "H", "F", "C", "C", "F", "C", "F", "C", "O", "C", "F", "C", "F"],
  "coordinates": [[2.0956, 4.5546, -4.3527], [3.5729, 4.7477, -4.4606], [3.5361, 6.0181, -5.2624], [4.0582, 3.9376, -5.0186], [4.0317, 4.8876, -3.4758], [2.0157, 5.7759, -5.1496], [3.9732, 5.8974, -6.2522], [3.9417, 6.8469, -4.6841], [1.3708, 5.4645, -6.4892], [1.8776, 4.6259, -6.9883], [1.3968, 6.3554, -7.1337], [0.3232, 5.1782, -6.3284], [1.3195, 6.8986, -4.3989], [1.8194, 7.0680, -3.4313], [0.2665, 6.6212, -4.2313], [1.3671, 7.8166, -5.0124], [0.0224, 0.2499, -0.2171], [-0.6790, 0.8108, 2.0636], [0.6256, 0.2575, 2.2316], [1.5703, 1.1386, 1.6273], [0.8651, -0.6321, 2.8187], [0.8498, 2.2315, 1.0631], [-0.5376, 2.0421, 1.3397], [-1.3522, 2.7103, 1.0554], [-1.6026, 0.3832, 2.4672], [2.6536, 1.0202, 1.6751], [1.2948, 3.1024, 0.5979], [-2.1455, -1.0535, -0.5391], [-2.4558, 0.3397, -0.4628], [-1.8756, 0.9829, -1.6058], [-3.0869, 0.8027, 0.3015], [-1.1955, -0.0186, -2.3731], [-1.3841, -1.2708, -1.7256], [-1.0787, -2.2447, -2.1038], [-2.5559, -1.8283, 0.1120], [-1.9968, 2.0346, -1.8705], [-0.6732, 0.1335, -3.3143], [1.5958, 1.2083, -2.4306], [1.1913, 2.6313, -2.3144], [2.4591, 3.3952, -1.9355], [0.3595, 2.7977, -1.5890], [0.8145, 2.9358, -3.3034], [3.4965, 2.5486, -2.6994], [2.6373, 3.3064, -0.8396], [2.3740, 4.4512, -2.2175], [3.0805, 1.1655, -2.2581], [4.5365, 2.8401, -2.5602], [3.2881, 2.6029, -3.7759], [3.3402, 1.0234, -1.1874], [3.4465, 0.3472, -2.8908], [0.7926, -6.6497, 2.3134], [0.7276, -5.4172, 1.7875], [1.6468, -5.0521, 0.7928], [2.5674, -5.9338, 0.3416], [1.6249, -3.7659, 0.2945], [2.4962, -3.3726, -0.6633], [0.6846, -2.8244, 0.7648], [0.7007, -1.6156, 0.2660], [-0.2476, -3.2369, 1.7498], [-1.2063, -2.3558, 2.1790], [-0.2184, -4.5073, 2.2801], [-1.0612, -4.8552, 3.2807]],
  "spin_multiplicity": 1,
  "gap_ev": 8.1,
  "total_energy_ev": -79728.5133,
  "lumo_energy_ev": 0.3,
  "relative_energy_kcal_mol": 24.0
}

***

{
  "formula": "C31H53AsN2O4PtSSe2Si3",
  "method": "the ωB97M-V functional and the def2-TZVPD basis",
  "elements": ["Pt", "C", "C", "C", "C", "C", "C", "C", "C", "S", "C", "N", "C", "C", "C", "C", "C", "C", "C", "C", "H", "H", "H", "H", "H", "H", "H", "H", "H", "H", "H", "H", "H", "H", "H", "H", "O", "C", "C", "C", "O", "C", "Se", "C", "Se", "H", "H", "H", "H", "H", "H", "H", "H", "H", "H", "C", "Si", "C", "C", "As", "Si", "C", "C", "C", "Si", "C", "C", "C", "H", "H", "H", "H", "H", "H", "H", "H", "H", "H", "H", "H", "H", "H", "H", "H", "H", "H", "H", "H", "H", "H", "H", "H", "H", "H", "H", "O", "N", "O"],
  "coordinates": [[-0.1471, 1.7291, -0.3334], [-1.6056, -4.3038, 1.3322], [-3.1223, -4.1375, 1.3887], [-3.5827, -4.6684, 2.7558], [-3.7360, -4.9648, 0.2495], [-3.5733, -2.6925, 1.2264], [-4.9343, -2.4142, 1.4177], [-5.4412, -1.1408, 1.3011], [-4.5688, -0.1244, 0.9607], [-4.9256, 1.5533, 0.7530], [-3.2283, 1.8143, 0.3775], [-2.4835, 0.7536, 0.4074], [-3.1977, -0.3657, 0.7379], [-2.7091, -1.6627, 0.8920], [-2.7699, 3.1497, 0.1068], [-3.6674, 4.2180, 0.2037], [-3.2366, 5.5141, 0.0342], [-1.9029, 5.7530, -0.2560], [-1.0157, 4.6962, -0.3793], [-1.4214, 3.3823, -0.2005], [-1.3530, -5.3470, 1.5080], [-1.1282, -3.7026, 2.0968], [-1.2168, -4.0215, 0.3609], [-3.1816, -5.6675, 2.9185], [-4.6646, -4.7222, 2.8335], [-3.2224, -4.0163, 3.5494], [-3.3939, -5.9963, 0.3126], [-3.4278, -4.5565, -0.7117], [-4.8226, -4.9516, 0.2910], [-5.6137, -3.2157, 1.6605], [-6.4854, -0.9316, 1.4726], [-1.6508, -1.8243, 0.7483], [-4.7086, 4.0182, 0.4221], [-3.9301, 6.3366, 0.1337], [-1.5505, 6.7645, -0.3945], [0.0161, 4.9198, -0.6098], [3.5252, 4.3997, -5.0969], [2.1975, 3.9631, -5.0956], [1.7702, 3.2291, -3.7931], [2.4925, 1.8795, -3.7182], [3.8924, 2.0485, -3.7840], [2.1633, 4.1158, -2.6180], [2.1463, 3.2934, -0.8364], [0.2556, 3.0185, -3.8625], [-0.5668, 1.5288, -2.8532], [4.0724, 3.6399, -4.8411], [2.0196, 3.2853, -5.9461], [1.5813, 4.8571, -5.2370], [2.1405, 1.2379, -4.5410], [2.2148, 1.4055, -2.7654], [4.3175, 1.2271, -3.5169], [1.5144, 4.9924, -2.5748], [3.1897, 4.4630, -2.7571], [-0.0359, 2.7975, -4.8910], [-0.2662, 3.9251, -3.5529], [1.2360, -2.8690, 2.9341], [0.6660, -1.0259, 2.8538], [-1.0921, -0.8799, 3.5977], [1.7731, -0.0596, 4.0845], [1.0555, -0.2587, 0.5590], [3.4108, 0.1114, 0.8380], [4.1844, -1.4743, 1.5968], [4.3537, 0.3010, -0.8171], [3.8795, 1.6629, 1.8523], [0.8434, -1.9450, -1.2056], [1.7640, -1.4855, -2.8226], [1.5615, -3.6625, -0.7406], [-0.9787, -1.9458, -1.8115], [0.5834, -3.4688, 3.5591], [2.2311, -2.9474, 3.3558], [1.2651, -3.3268, 1.9519], [-1.0492, -1.1126, 4.6596], [-1.8234, -1.5415, 3.1462], [-1.4648, 0.1382, 3.5151], [1.5924, -0.3992, 5.1005], [1.5379, 0.9985, 4.0646], [2.8335, -0.1721, 3.8868], [3.7615, -2.3661, 1.1454], [4.0254, -1.5430, 2.6650], [5.2546, -1.4981, 1.4251], [4.1186, -0.5003, -1.5091], [5.4253, 0.2768, -0.6470], [4.1213, 1.2544, -1.2791], [3.4129, 1.6961, 2.8289], [3.5638, 2.5579, 1.3198], [4.9562, 1.7249, 1.9911], [2.8107, -1.2408, -2.6862], [1.2673, -0.6421, -3.2927], [1.7164, -2.3184, -3.5187], [2.5292, -3.5590, -0.2598], [1.7084, -4.2560, -1.6366], [0.9211, -4.2311, -0.0786], [-1.4225, -0.9739, -1.5892], [-1.6148, -2.7080, -1.3772], [-1.0145, -2.0653, -2.8908], [-1.2193, 2.3769, 3.2972], [-0.2134, 2.7580, 2.7182], [0.5076, 2.1374, 1.9297]],
  "spin_multiplicity": 1,
  "gap_ev": [5.0, 5.0],
  "total_energy_ev": -273423.1163,
  "lumo_energy_ev": [-2.2, -2.2]
}

***

{
  "formula": "C20H34N7OPPtSSe4",
  "method": "the ωB97M-V functional and the def2-TZVPD basis",
  "elements": ["Pt", "C", "C", "N", "N", "C", "N", "S", "C", "C", "C", "C", "C", "N", "H", "H", "H", "H", "H", "H", "H", "H", "H", "H", "Se", "Se", "Se", "Se", "O", "P", "N", "C", "C", "C", "C", "N", "C", "C", "C", "C", "N", "C", "C", "C", "C", "H", "H", "H", "H", "H", "H", "H", "H", "H", "H", "H", "H", "H", "H", "H", "H", "H", "H", "H", "H", "H", "H", "H", "H"],
  "coordinates": [[-0.6074, 2.8687, 0.7309], [3.4610, 3.6166, -0.4515], [1.9892, 3.5590, -0.2331], [1.3934, 2.9309, 0.7150], [2.0469, 2.2324, 1.6988], [1.3119, 1.6686, 2.6888], [1.9788, 1.0215, 3.6336], [-0.3821, 1.7600, 2.7366], [1.0590, 4.2890, -1.1353], [1.5042, 5.0712, -2.1716], [0.5770, 5.7791, -2.9356], [-0.7578, 5.6818, -2.6164], [-1.1436, 4.8560, -1.5661], [-0.2640, 4.1644, -0.8516], [4.0436, 3.0995, 0.3044], [3.7951, 4.6547, -0.4693], [3.6998, 3.1692, -1.4185], [3.0539, 2.1731, 1.6742], [2.9849, 1.0086, 3.6887], [1.4691, 0.6236, 4.4076], [2.5604, 5.1444, -2.3879], [0.9078, 6.3982, -3.7586], [-1.5119, 6.2282, -3.1648], [-2.1837, 4.7422, -1.2976], [-0.3887, 1.3822, -2.6455], [-1.4458, 2.2780, -4.3102], [-3.4322, 1.9039, -1.2005], [-3.0141, 2.7899, 0.7791], [-0.4042, -0.0032, 0.0666], [-0.5555, -1.5007, 0.1823], [0.9151, -2.1992, 0.3185], [1.1287, -3.6530, 0.4319], [2.6133, -3.8030, 0.1229], [3.2074, -2.5317, 0.7305], [2.1817, -1.4586, 0.3620], [-1.2565, -2.2534, -1.1108], [-0.4306, -2.4975, -2.3185], [-1.4530, -2.8902, -3.3758], [-2.6646, -2.0294, -3.0291], [-2.6678, -2.0152, -1.4991], [-1.4018, -1.9959, 1.5068], [-0.7546, -1.9835, 2.8321], [-1.8578, -2.4874, 3.7474], [-3.0921, -1.7898, 3.1811], [-2.8666, -1.8211, 1.6645], [0.4810, -4.1977, -0.2535], [0.9037, -4.0037, 1.4438], [2.7733, -3.8111, -0.9576], [3.0350, -4.7157, 0.5386], [4.2028, -2.2995, 0.3546], [3.2668, -2.6376, 1.8163], [2.4080, -1.0162, -0.6141], [2.1383, -0.6494, 1.0961], [0.3031, -3.2808, -2.1353], [0.1146, -1.6009, -2.6296], [-1.7053, -3.9475, -3.2821], [-1.0792, -2.7175, -4.3839], [-3.5957, -2.4294, -3.4274], [-2.5325, -1.0196, -3.4248], [-3.3088, -2.8033, -1.1043], [-3.0304, -1.0634, -1.1054], [-0.4573, -0.9685, 3.1321], [0.1329, -2.6132, 2.8343], [-1.6746, -2.2467, 4.7936], [-1.9538, -3.5701, 3.6528], [-3.1302, -0.7586, 3.5403], [-4.0253, -2.2754, 3.4590], [-3.2195, -0.8990, 1.1948], [-3.3924, -2.6572, 1.2049]],
  "s_squared": 6.02,
  "spin_multiplicity": 5,
  "gap_ev": [6.0, 4.6],
  "total_energy_ev": -318514.8082,
  "lumo_energy_ev": [-6.8, -8.3],
  "charge": 2
}